{
  "formula": "C36H56AsMnN4O3Si",
  "method": "ωB97M-V with the def2-TZVPD basis set",
  "spin_multiplicity": 5,
  "charge": 2,
  "energy_ha": -5526.03785,
  "relative_energy_kcal_mol": 35.4,
  "homo_lumo_gap_ev": [6.315, 6.968],
  "homo_ev": [-12.5, -12.5],
  "species": ["Mn", "C", "C", "N", "C", "C", "N", "C", "C", "N", "H", "H", "H", "H", "H", "H", "H", "H", "H", "H", "H", "H", "H", "H", "H", "C", "As", "C", "C", "C", "C", "C", "C", "C", "C", "H", "H", "H", "H", "H", "H", "H", "H", "H", "H", "H", "H", "H", "O", "C", "O", "C", "N", "C", "C", "C", "H", "H", "H", "H", "H", "H", "H", "H", "H", "C", "C", "C", "C", "Si", "O", "C", "C", "C", "C", "C", "C", "C", "C", "C", "C", "C", "C", "H", "H", "H", "H", "H", "H", "H", "H", "H", "H", "H", "H", "H", "H", "H", "H", "H", "H", "H"],
  "positions_angstrom": [[1.56398, 0.47613, -0.59255], [3.95361, 1.75823, -2.06245], [3.23172, 2.70011, -1.09072], [2.75417, 1.96097, 0.10299], [3.81218, 1.49873, 1.04271], [3.41964, 0.14686, 1.62929], [2.84505, -0.72992, 0.58319], [3.76506, -1.48315, -0.28634], [4.41095, -0.58258, -1.33239], [3.43281, 0.37137, -1.93105], [5.03073, 1.76367, -1.89612], [3.79796, 2.11615, -3.07944], [2.34108, 3.12007, -1.56072], [3.87241, 3.53400, -0.79345], [2.11291, 2.57162, 0.60482], [3.92975, 2.22926, 1.84469], [4.75773, 1.45672, 0.50610], [2.63953, 0.29466, 2.38133], [4.27666, -0.32192, 2.12132], [2.22679, -1.41266, 1.02110], [3.15472, -2.25274, -0.76438], [4.53909, -1.98756, 0.29975], [4.86158, -1.20307, -2.10856], [5.22374, -0.00855, -0.89352], [3.17772, 0.02785, -2.84820], [2.33637, -4.62009, 1.78727], [0.84379, -3.66780, 0.93426], [0.32940, -2.60388, 2.50874], [-0.47562, -5.12736, 1.08032], [-1.85929, -4.68748, 0.70106], [-2.67692, -4.00786, 1.60169], [-3.94801, -3.59629, 1.23320], [-4.42922, -3.86961, -0.03932], [-3.62798, -4.55622, -0.94064], [-2.35323, -4.95557, -0.57303], [2.04734, -5.01071, 2.76260], [3.19174, -3.95591, 1.92247], [2.64788, -5.44971, 1.15363], [-0.00644, -3.25222, 3.31778], [-0.46390, -1.90053, 2.25682], [1.19376, -2.04505, 2.87813], [-0.42901, -5.50251, 2.10392], [-0.13236, -5.91921, 0.41381], [-2.32715, -3.81531, 2.60849], [-4.57243, -3.07717, 1.94861], [-5.43187, -3.57194, -0.31726], [-4.00745, -4.80274, -1.92479], [-1.73685, -5.50484, -1.27586], [-1.17699, -2.22734, -1.70139], [-0.22780, -1.52850, -2.00689], [0.58947, -0.98415, -1.18020], [0.00656, -1.25011, -3.50621], [-1.14285, -1.94090, -4.19853], [-2.00795, -0.89569, -4.85895], [-1.64338, 0.38650, -4.13007], [-0.14310, 0.22765, -3.87561], [0.94600, -1.71039, -3.81111], [-1.63460, -2.40579, -3.38973], [-0.84240, -2.66329, -4.84793], [-3.04873, -1.19656, -4.77473], [-1.72933, -0.85434, -5.91058], [-2.19231, 0.47643, -3.19270], [-1.87109, 1.25812, -4.73928], [0.19905, 0.87425, -3.06499], [0.42712, 0.46394, -4.77483], [0.02870, 5.00669, -0.15414], [-1.18194, 4.07012, -0.09573], [-1.67202, 3.81257, -1.52878], [-2.29238, 4.77526, 0.69359], [-0.81520, 2.38450, 0.67593], [0.19539, 1.54078, -0.36120], [0.14209, 2.37100, 2.30019], [1.24941, 3.19576, 2.54999], [1.98966, 3.09459, 3.71983], [1.63808, 2.15419, 4.67891], [0.55315, 1.32122, 4.45580], [-0.18308, 1.43038, 3.28301], [-2.36877, 1.36634, 0.85690], [-3.34841, 1.65070, 1.81387], [-4.51002, 0.89929, 1.89372], [-4.71386, -0.16148, 1.02188], [-3.74837, -0.47317, 0.07742], [-2.59433, 0.29170, -0.00135], [-0.24608, 5.93430, -0.66263], [0.86258, 4.57980, -0.72039], [0.38473, 5.28596, 0.83826], [-1.88164, 4.76117, -2.02824], [-2.59250, 3.22479, -1.53650], [-0.92540, 3.27902, -2.12412], [-2.50783, 5.74479, 0.23819], [-2.00127, 4.96023, 1.73028], [-3.21824, 4.20104, 0.69555], [1.53786, 3.96187, 1.83466], [2.82199, 3.76444, 3.89638], [2.19974, 2.08263, 5.60079], [0.27159, 0.58927, 5.20150], [-1.02695, 0.76818, 3.13149], [-3.20427, 2.46397, 2.51603], [-5.25594, 1.13604, 2.64041], [-5.62024, -0.74894, 1.08805], [-3.88757, -1.32249, -0.57981], [-1.83042, 0.02942, -0.71526]],
  "atomic_forces_ev_per_a": [[0.665, 0.060, 0.350], [-0.010, 0.057, 0.002], [0.009, -0.016, 0.044], [0.127, -0.025, -0.111], [0.049, 0.008, -0.031], [0.075, 0.026, 0.010], [-0.115, -0.142, 0.174], [-0.027, 0.020, -0.026], [-0.009, -0.074, -0.013], [-0.142, -0.047, -0.003], [-0.017, -0.010, 0.016], [0.008, 0.010, 0.013], [0.003, -0.011, 0.000], [0.009, -0.025, -0.042], [0.006, -0.072, 0.130], [0.003, -0.031, -0.025], [-0.005, -0.047, -0.010], [0.016, 0.029, -0.007], [-0.020, 0.017, -0.009], [0.009, -0.016, 0.008], [0.027, 0.010, 0.018], [0.002, 0.025, -0.039], [-0.004, 0.014, 0.019], [-0.010, 0.000, 0.015], [0.043, 0.017, -0.037], [-0.054, -0.020, 0.055], [0.199, -0.171, 0.036], [-0.047, -0.008, -0.003], [-0.039, 0.109, 0.019], [-0.028, -0.066, -0.064], [0.020, 0.011, -0.030], [-0.036, -0.083, 0.019], [0.000, -0.072, 0.012], [-0.049, 0.032, -0.006], [0.039, -0.003, 0.047], [-0.005, -0.015, 0.007], [-0.002, 0.018, -0.011], [0.008, 0.005, -0.008], [0.007, -0.007, 0.013], [-0.023, -0.001, -0.023], [0.017, 0.027, -0.012], [-0.036, 0.015, 0.012], [0.033, -0.003, 0.023], [0.013, -0.007, 0.018], [0.010, -0.016, 0.011], [-0.022, 0.000, -0.009], [-0.013, -0.007, -0.001], [0.009, -0.014, -0.002], [0.170, 0.054, -0.086], [-0.310, 0.118, 0.350], [0.156, -0.419, -0.557], [-0.088, -0.086, 0.049], [-0.049, -0.169, 0.161], [-0.040, -0.034, -0.053], [0.005, 0.030, -0.074], [0.026, 0.052, 0.072], [-0.002, 0.061, -0.035], [0.102, 0.129, -0.137], [0.011, 0.020, -0.036], [0.001, 0.025, 0.001], [-0.003, -0.003, 0.011], [-0.015, -0.031, 0.062], [-0.015, 0.020, 0.033], [-0.016, -0.006, -0.043], [0.014, -0.030, -0.005], [0.080, -0.023, 0.019], [0.064, 0.019, -0.040], [-0.047, -0.088, 0.009], [-0.004, -0.040, 0.058], [0.022, -0.331, 0.011], [-0.713, 0.802, -0.459], [0.006, 0.179, 0.055], [-0.052, 0.082, 0.038], [0.000, -0.018, 0.014], [0.078, 0.008, 0.035], [-0.006, -0.063, 0.004], [0.013, -0.083, -0.059], [-0.003, 0.118, 0.049], [0.064, 0.059, 0.026], [-0.043, -0.020, 0.032], [0.014, 0.016, -0.012], [-0.020, 0.028, -0.071], [0.028, -0.033, 0.056], [-0.028, 0.007, -0.023], [0.035, -0.056, 0.014], [-0.043, 0.030, -0.024], [-0.017, 0.041, 0.002], [-0.018, -0.025, 0.007], [0.039, 0.018, -0.010], [0.002, 0.024, -0.015], [0.002, 0.002, 0.024], [-0.028, -0.023, 0.001], [-0.075, 0.045, 0.076], [0.004, 0.016, 0.005], [0.003, 0.000, 0.010], [-0.015, 0.001, 0.015], [-0.046, 0.017, 0.003], [-0.007, 0.037, 0.012], [-0.011, 0.016, 0.011], [-0.017, -0.006, 0.000], [0.051, 0.054, 0.005], [0.049, -0.036, -0.133]]
}